Computed, not measured: C14H32Br3Cl3O8P2 as an isolated structure in a non-equilibrium geometry, with ωB97M-V/def2-TZVPD.

Each line ends with the Mulliken charge.
Geometry (Å):
1 C 1.4316 -3.9192 1.2011  -0.3035
2 Br 1.5364 -4.9875 -0.4491  -0.0589
3 Br -0.3125 -4.2274 2.0527  -0.0434
4 Br 1.7512 -2.0387 0.8622  0.0260
5 H 2.1942 -4.2969 1.8652  0.4020
6 C -0.5816 0.0756 10.5736  -1.1717
7 C 0.4977 -0.3356 9.5624  -0.2273
8 O -0.0379 -0.1204 8.2683  -0.2318
9 P 0.5627 0.8235 7.1907  0.8536
10 O 1.1399 2.0665 7.7145  -0.7575
11 O 1.6621 -0.0764 6.4162  -0.3297
12 C 1.3489 -1.4074 5.9720  -0.4330
13 C 0.8913 -1.3994 4.5257  -0.4380
14 O -0.6427 1.0278 6.1460  -0.2273
15 C -0.6690 2.1673 5.2773  -0.1024
16 C -2.1201 2.6002 5.1045  -1.2538
17 H -0.4295 -0.1306 11.6277  0.3865
18 H -0.8018 1.1323 10.4208  0.2851
19 H -1.4792 -0.4526 10.2366  0.2902
20 H 1.3903 0.2568 9.7625  0.3575
21 H 0.7671 -1.3845 9.6623  0.2867
22 H 2.3022 -1.9407 6.0216  0.3624
23 H 0.6784 -1.9798 6.6161  0.2914
24 H 0.0126 -0.7848 4.3432  0.1626
25 H 1.6959 -1.1868 3.8274  0.2091
26 H 0.5665 -2.4279 4.3222  0.1264
27 H -0.0743 2.9453 5.7634  0.4168
28 H -0.2940 1.8597 4.2973  0.1925
29 H -2.6467 1.7749 4.6239  0.2633
30 H -2.5078 2.8679 6.0840  0.3481
31 H -2.1594 3.4299 4.3977  0.3813
32 C 3.1777 -0.6360 -6.8581  -1.0186
33 C 2.2520 -0.1904 -7.9845  -0.3182
34 O 0.8837 -0.4674 -7.5993  -0.2592
35 P -0.2547 0.6195 -7.7590  0.9402
36 O 0.2075 1.9551 -8.1719  -0.7155
37 O -1.1409 0.4739 -6.4353  -0.3538
38 C -0.5657 0.3016 -5.1329  -0.1626
39 C 0.3899 1.4193 -4.7319  -0.5219
40 O -1.2401 -0.1147 -8.7938  -0.3420
41 C -2.5323 0.4528 -9.0448  -0.2322
42 C -3.6134 -0.5730 -8.8327  -1.1152
43 H 2.9911 -1.6449 -6.5070  0.2588
44 H 4.2212 -0.4801 -7.1351  0.3975
45 H 3.0573 0.0573 -6.0166  0.2267
46 H 2.4485 0.7979 -8.3847  0.3781
47 H 2.3844 -0.9294 -8.7824  0.2616
48 H -1.3884 0.2505 -4.4231  0.2977
49 H 0.0010 -0.6309 -5.1620  0.2669
50 H 1.3888 1.1247 -5.0565  -0.0270
51 H 0.0803 2.3645 -5.1737  0.2694
52 H 0.4221 1.4951 -3.6455  0.2310
53 H -2.7553 1.2838 -8.3646  0.2732
54 H -2.4817 0.8465 -10.0604  0.3755
55 H -4.5884 -0.1845 -9.1275  0.3676
56 H -3.3775 -1.3982 -9.5121  0.2765
57 H -3.6696 -0.8790 -7.7910  0.2643
58 C -0.2790 0.9507 0.4600  0.1867
59 Cl -0.3661 2.6846 0.5225  -0.1193
60 Cl -0.5834 0.2949 -1.1534  -0.0829
61 Cl -1.4432 0.2450 1.6458  -0.1047
62 H 0.7016 0.5797 0.7219  0.0380

Properties
**HOMO-LUMO gap**: 9.71 eV
**Maximum force**: 2.43 eV/Å
**Energy**: -10940.05878 hartree
**E_HOMO**: -10.28 eV
**Relative energy (zero: lowest compared OMol25 entry of this formula, charge and spin)**: 0.0 kJ/mol
**LUMO level**: -0.021 Eh

---

Computed, not measured: C14H32BrCl6FLiMgN2O16P2S2 as an isolated structure in a non-equilibrium geometry, with ωB97M-V/def2-TZVPD.

Each line ends with the Mulliken charge.
Geometry (Å):
1 O -1.2679 -2.8618 3.5812  -0.8572
2 S -0.7602 -2.9874 2.2334  1.3506
3 O 0.3711 -3.7983 2.1542  -0.5346
4 O -1.8716 -3.4492 1.2539  -0.4125
5 C -1.7765 -2.7222 -0.0595  0.1798
6 C -3.1822 -2.1820 -0.1794  -1.1312
7 C -3.5428 -1.1060 0.8094  -0.6005
8 F -2.8087 0.0522 0.6489  -0.2513
9 C -0.5751 -1.8104 0.1914  -0.9619
10 P -0.0929 -0.3963 -0.9312  0.1355
11 O -0.1432 0.8289 0.1454  -0.2940
12 Br -1.8301 -0.0024 -2.3790  -0.3878
13 O -0.5614 -1.5453 1.6243  -0.2736
14 H -1.4946 -3.5017 -0.7481  0.6544
15 H -3.4380 -1.8932 -1.1859  0.4428
16 H -3.8386 -3.0121 0.0608  0.5465
17 H -3.5070 -1.4579 1.8332  0.2572
18 H -4.5816 -0.8456 0.6274  0.3844
19 H 0.2897 -2.4721 0.0165  1.1604
20 H 0.2498 1.5675 -0.3387  0.3672
21 Mg -2.4115 -2.6268 5.1188  0.2254
22 Cl -5.3647 -0.1547 5.0862  -0.1764
23 C -4.5807 1.4031 5.4633  -0.0489
24 C -4.9917 1.9611 6.7934  -0.4333
25 Cl -6.7000 2.5019 6.8157  -0.2254
26 H -4.8072 2.0931 4.6544  0.3256
27 H -3.5169 1.2154 5.4673  -0.0406
28 H -4.3803 2.8306 7.0206  0.2696
29 H -4.8646 1.2290 7.5850  0.3715
30 C -0.6867 4.5340 -3.5449  0.1704
31 C -0.0586 3.5910 -4.5620  -0.6581
32 C 0.8837 2.7784 -3.6877  -0.0674
33 O 0.2725 2.7311 -2.3833  -0.3390
34 C -0.8025 3.6526 -2.3081  -0.4056
35 H -1.6479 4.9507 -3.8602  0.6972
36 H 0.0165 5.3662 -3.3434  -0.5514
37 H -0.8296 2.9476 -4.9870  0.2661
38 H 0.4539 4.0939 -5.3805  0.3702
39 H 1.8611 3.2609 -3.5865  0.2564
40 H 1.0236 1.7790 -4.0877  -0.1665
41 H -1.7438 3.0951 -2.3147  0.2463
42 H -0.7389 4.2133 -1.3710  0.2214
43 C -0.1002 4.0322 5.2479  -1.4184
44 C -0.9978 2.8629 4.9154  0.8424
45 O -1.8736 2.4792 5.6778  -0.6076
46 N -0.8043 2.2345 3.7313  -0.0270
47 C 0.1712 2.5288 2.6976  -0.8660
48 H -0.3828 4.4173 6.2217  0.3205
49 H 0.9428 3.7171 5.2848  0.3662
50 H -0.2138 4.8268 4.5100  0.3528
51 H -1.4342 1.4610 3.5762  0.1012
52 H -0.3422 2.7557 1.7621  0.2152
53 H 0.8087 1.6595 2.5345  0.2785
54 H 0.7899 3.3748 2.9770  0.3930
55 C 0.4017 -1.6161 -5.6905  0.1869
56 Cl 0.3415 -1.9359 -3.9662  0.1238
57 Cl -1.1699 -2.0506 -6.4149  -0.1650
58 Cl 0.6688 0.1413 -5.9023  -0.2106
59 Cl 1.6694 -2.4740 -6.5262  0.0770
60 O 3.4510 -4.3451 -1.6164  -0.7725
61 S 3.1319 -2.9208 -1.4508  0.9934
62 O 4.0056 -2.3449 -0.3648  -0.9348
63 O 1.6918 -2.7621 -1.0483  -0.5629
64 O 3.3750 -2.1876 -2.7017  -0.6667
65 O 6.1283 -3.7262 -8.7233  -0.4898
66 P 4.6674 -3.9573 -9.0858  0.8208
67 O 4.5684 -5.3323 -9.7354  -0.5094
68 O 4.2105 -2.8625 -10.0444  -0.5080
69 O 3.7632 -3.9089 -7.8598  -0.3553
70 O 3.1612 -3.6184 1.7783  -0.5299
71 H 3.7471 -2.9636 1.3451  0.3545
72 H 3.1153 -3.3762 2.7119  0.2878
73 Li -0.1951 7.2250 -3.2808  0.8629
74 N 6.1469 -3.0953 2.2654  -0.4228
75 H 5.6052 -2.7064 1.4608  0.2413
76 H 6.0410 -2.4874 3.0740  0.3629
77 H 5.7631 -4.0212 2.4776  0.3899
78 H 7.1296 -3.1692 2.0077  0.3934

Properties
**HOMO-LUMO gap**: 1.06 eV
**Maximum force**: 1.70 eV/Å
**Energy**: -8987.49315 hartree
**E_HOMO**: -3.54 eV
**Total charge**: -1
**LUMO level**: -0.091 Eh

---

Computed, not measured: a 12-piece molecular cluster, C14H32Cl22P2 overall in a non-equilibrium geometry, with ωB97M-V/def2-TZVPD.

Each line ends with the Mulliken charge.
Geometry (Å):
1 C -1.5295 1.0866 0.4538  -0.6060
2 C -0.2942 1.3811 -0.6026  0.0619
3 P 1.3895 0.7457 0.0365  0.0634
4 C 2.0263 1.7162 1.5534  -0.4416
5 P 2.8101 1.2519 -1.5944  -0.0334
6 H -1.1993 1.5269 1.5084  0.2759
7 H -1.6611 -0.0975 0.4921  0.3272
8 H -2.5161 1.6022 0.0558  -0.0374
9 H -0.2773 2.5244 -0.9455  0.3223
10 H -0.5351 0.7759 -1.6016  -0.3567
11 H 2.1862 2.8426 1.2269  0.2975
12 H 3.1159 1.2991 1.7942  -0.2419
13 H 1.3939 1.5894 2.5299  0.3377
14 H 3.1957 -0.0247 -2.1390  0.0270
15 H 3.9065 1.9383 -0.9589  0.0119
16 Cl -2.7756 -0.2122 3.0294  -0.1397
17 C -4.5073 -0.5500 2.9214  0.1152
18 Cl -5.2381 0.3038 1.5568  -0.1362
19 H -4.6526 -1.6247 2.7876  -0.2064
20 H -4.9916 -0.2244 3.8452  0.3413
21 Cl -4.4963 4.7537 -2.4352  -0.1696
22 C -4.5502 2.9884 -2.3590  -0.0805
23 Cl -5.3157 2.4393 -0.8632  -0.1242
24 H -5.1230 2.6128 -3.2105  0.3273
25 H -3.5300 2.5992 -2.4001  0.0459
26 Cl -4.0541 -3.9499 4.0954  -0.1326
27 C -5.7859 -4.2877 3.9874  -0.0054
28 Cl -6.5166 -3.4340 2.6228  -0.1441
29 H -5.9311 -5.3625 3.8536  -0.0306
30 H -6.2702 -3.9621 4.9112  0.3322
31 Cl 5.5110 -0.6838 4.9535  -0.1827
32 C 5.2186 0.4105 3.5965  0.1180
33 Cl 4.9585 -0.4901 2.0977  -0.1357
34 H 4.3311 1.0116 3.8089  0.2822
35 H 6.0858 1.0637 3.4729  -0.0755
36 Cl 7.9085 2.9491 4.0279  -0.1586
37 C 7.1207 4.2152 3.0786  -0.3116
38 Cl 5.9875 3.5231 1.9116  -0.0824
39 H 6.5750 4.8788 3.7538  0.2717
40 H 7.8834 4.7828 2.5401  0.2908
41 Cl -3.5300 -7.8732 2.9866  -0.1306
42 C -4.9187 -7.5828 1.9320  -0.2279
43 Cl -6.4390 -7.8180 2.8030  -0.1655
44 H -4.8759 -6.5555 1.5621  0.2334
45 H -4.8790 -8.2797 1.0914  0.2961
46 Cl 0.6748 -0.6287 -3.3037  -0.1310
47 C 0.1838 0.0666 -4.8529  0.0267
48 Cl 1.5915 0.4817 -5.8385  -0.1705
49 H -0.4260 -0.6620 -5.3927  -0.0182
50 H -0.4000 0.9715 -4.6677  0.2842
51 Cl 4.2722 -5.5772 0.7214  -0.1544
52 C 5.5088 -4.3901 1.1531  0.0524
53 Cl 6.8477 -4.4181 -0.0009  -0.1552
54 H 5.0606 -3.3936 1.1538  -0.0092
55 H 5.8930 -4.6227 2.1492  0.2592
56 Cl -1.9711 -1.9083 -5.4551  -0.1796
57 C -3.1946 -1.7172 -4.1936  -0.3623
58 Cl -2.5320 -0.8759 -2.7871  -0.0124
59 H -4.0305 -1.1379 -4.5934  0.2769
60 H -3.5446 -2.7052 -3.8848  0.3016
61 Cl 5.2840 1.4954 -7.7570  -0.1536
62 C 5.7170 0.6076 -6.2910  -0.3543
63 Cl 4.5695 0.9352 -4.9867  -0.0681
64 H 5.7117 -0.4632 -6.5088  0.2660
65 H 6.7158 0.9143 -5.9713  0.2956
66 Cl -4.2174 7.4425 1.5997  -0.1737
67 C -3.4246 6.2531 0.5597  -0.0040
68 Cl -2.6852 4.9638 1.5167  -0.1275
69 H -4.1676 5.8163 -0.1120  0.0012
70 H -2.6479 6.7528 -0.0243  0.2886

Properties
**HOMO-LUMO gap**: 7.59 eV
**Structure (SMILES)**: CCP(C)#[PH2].ClCCl.ClCCl.ClCCl.ClCCl.ClCCl.ClCCl.ClCCl.ClCCl.ClCCl.ClCCl.ClCCl
**Maximum force**: 2.77 eV/Å
**Energy**: -11359.39945 hartree
**E_HOMO**: -7.44 eV
**LUMO level**: 0.006 Eh